No. 1
{"formula": "C33H62InN5O5SSi2", "method": "ωB97M-V/def2-TZVPD", "e_tot_ev": -84689.572, "multiplicity": 1, "lumo_energy_ev": 0.30, "total_charge": 0, "de_lowest_kcal_mol": 0.0, "orbital_gap_ev": 8.614, "species": ["In", "O", "C", "N", "C", "C", "C", "C", "C", "C", "N", "C", "C", "C", "C", "C", "N", "H", "H", "H", "H", "H", "H", "H", "H", "H", "H", "C", "N", "C", "C", "C", "N", "C", "C", "H", "H", "H", "H", "H", "H", "H", "H", "H", "H", "H", "H", "H", "H", "H", "H", "C", "C", "C", "C", "O", "Si", "S", "O", "C", "C", "C", "C", "O", "C", "C", "C", "C", "H", "H", "H", "H", "H", "H", "H", "H", "H", "H", "H", "H", "H", "H", "H", "H", "H", "H", "H", "H", "H", "H", "H", "H", "H", "H", "H", "C", "Si", "C", "C", "O", "H", "H", "H", "H", "H", "H", "H", "H", "H"], "xyz": [[-0.1365, -0.0960, 1.7356], [-1.8443, -3.9569, 2.9431], [-1.0478, -3.1936, 2.3892], [-0.9290, -1.8851, 2.6752], [-1.8082, -1.4880, 3.7591], [-1.1560, -0.5255, 4.7086], [-1.7769, -0.2541, 5.9288], [-1.1629, 0.5813, 6.8338], [0.0809, 1.1146, 6.5110], [0.6126, 0.8114, 5.2776], [0.0065, 0.0339, 4.3725], [-0.1609, -3.8544, 1.3573], [-0.6351, -5.0333, 0.7860], [0.2095, -5.7781, -0.0106], [1.5089, -5.3332, -0.2020], [1.8773, -4.1328, 0.3766], [1.0631, -3.3952, 1.1320], [-2.7202, -1.0247, 3.3813], [-2.1094, -2.3741, 4.3197], [-2.7288, -0.7215, 6.1461], [-1.6257, 0.8018, 7.7870], [0.6210, 1.7509, 7.1977], [1.5831, 1.2054, 5.0013], [-1.6420, -5.3497, 1.0126], [-0.1302, -6.7015, -0.4621], [2.2184, -5.8936, -0.7947], [2.8821, -3.7440, 0.2361], [2.7568, -0.5376, 0.6188], [2.2425, -0.0709, 1.9194], [2.6562, -1.0058, 2.9782], [2.7458, 1.2755, 2.1952], [2.1022, 2.3006, 1.2779], [0.6506, 2.3023, 1.4253], [0.2564, 3.1527, 2.5518], [0.0137, 2.8159, 0.2073], [3.8536, -0.5736, 0.6403], [2.4359, 0.1215, -0.1836], [2.3572, -1.5228, 0.4112], [3.7502, -1.0353, 3.0483], [2.2695, -1.9942, 2.7483], [2.2389, -0.6846, 3.9303], [3.8339, 1.2981, 2.0550], [2.5433, 1.5101, 3.2402], [2.3372, 2.0704, 0.2393], [2.5226, 3.2913, 1.4979], [0.4083, 4.2095, 2.2954], [0.8576, 2.9273, 3.4273], [-0.7880, 2.9780, 2.7922], [0.3656, 3.8336, -0.0114], [-1.0605, 2.8359, 0.3588], [0.2381, 2.1657, -0.6362], [2.3580, 1.3869, -4.3196], [2.0049, 2.1364, -3.0381], [3.2915, 2.5934, -2.3619], [1.1185, 3.3305, -3.3639], [1.3004, 1.3148, -2.0741], [0.4931, -0.1031, -2.3152], [-0.5776, -0.7425, -0.6087], [1.6606, -1.1501, -2.7843], [1.6069, -2.4220, -3.4488], [2.9858, -3.0346, -3.2627], [0.5320, -3.3097, -2.8280], [1.3320, -2.1994, -4.9328], [-0.5474, -0.0113, -3.5677], [-1.9062, 0.3830, -3.7934], [-2.7850, -0.8521, -3.6383], [-1.9599, 0.9062, -5.2225], [-2.3307, 1.4614, -2.8071], [2.8091, 2.0881, -5.0239], [1.4720, 0.9559, -4.7832], [3.0660, 0.5853, -4.1162], [3.9225, 3.1238, -3.0765], [3.8423, 1.7283, -1.9895], [3.0804, 3.2684, -1.5308], [1.6369, 4.0156, -4.0369], [0.8528, 3.8693, -2.4530], [0.2027, 2.9961, -3.8509], [3.2005, -3.1413, -2.2027], [3.7443, -2.3883, -3.7079], [3.0388, -4.0170, -3.7355], [0.6355, -3.3259, -1.7413], [0.6185, -4.3297, -3.2065], [-0.4641, -2.9327, -3.0662], [2.1242, -1.6002, -5.3836], [0.3839, -1.6780, -5.0631], [1.2821, -3.1585, -5.4518], [-2.4698, -1.6290, -4.3371], [-3.8291, -0.6054, -3.8394], [-2.7064, -1.2388, -2.6212], [-1.6225, 0.1370, -5.9191], [-1.3140, 1.7792, -5.3331], [-2.9793, 1.1929, -5.4848], [-2.3164, 1.0716, -1.7907], [-3.3414, 1.8021, -3.0372], [-1.6581, 2.3198, -2.8578], [-3.9391, 2.2101, 0.4764], [-3.3354, 1.6205, 2.1576], [-3.3735, 3.1146, 3.3067], [-4.6603, 0.4369, 2.7754], [-1.8668, 0.9637, 2.1550], [-4.7343, 2.9507, 0.5971], [-4.3476, 1.3725, -0.0951], [-3.1538, 2.6636, -0.1293], [-4.4078, 3.4245, 3.4791], [-2.8414, 3.9725, 2.8861], [-2.9274, 2.8823, 4.2783], [-5.6490, 0.8850, 2.6437], [-4.5441, 0.2000, 3.8365], [-4.6452, -0.5010, 2.2142]], "atomic_forces_ev_per_a": [[-0.23, 0.21, 0.02], [-0.06, -0.05, 0.02], [-0.18, 0.05, -0.13], [0.17, -0.01, 0.01], [0.13, 0.03, 0.09], [-0.04, 0.00, -0.05], [0.01, 0.00, 0.01], [0.00, -0.01, 0.02], [0.00, 0.02, 0.00], [-0.06, 0.10, -0.02], [-0.12, 0.09, -0.01], [0.04, 0.03, 0.03], [-0.05, -0.01, -0.03], [0.02, -0.03, -0.03], [0.05, 0.01, 0.03], [0.05, 0.00, 0.05], [0.15, 0.10, 0.11], [-0.02, -0.04, 0.01], [0.00, 0.03, 0.04], [0.00, 0.00, 0.01], [-0.01, 0.00, -0.01], [0.01, 0.00, -0.01], [0.01, 0.06, -0.01], [0.01, 0.00, 0.01], [0.00, 0.00, 0.00], [0.02, 0.00, -0.03], [0.00, 0.00, -0.01], [0.14, -0.04, -0.05], [-0.26, -0.36, -0.12], [0.10, 0.08, 0.08], [-0.05, 0.13, -0.08], [0.15, -0.02, -0.03], [-0.09, -0.05, 0.09], [-0.05, 0.02, 0.05], [-0.15, -0.10, -0.03], [-0.01, 0.01, 0.03], [0.03, -0.01, 0.01], [-0.05, -0.08, 0.02], [0.00, -0.02, -0.03], [-0.02, -0.08, -0.06], [0.09, -0.05, -0.09], [0.02, -0.02, 0.05], [-0.02, 0.02, -0.03], [0.00, 0.02, 0.04], [-0.02, 0.02, -0.05], [0.01, 0.00, 0.01], [0.04, -0.07, 0.13], [0.03, -0.02, -0.01], [0.01, 0.02, 0.04], [-0.10, 0.03, 0.07], [-0.05, 0.24, 0.24], [-0.03, -0.05, 0.06], [0.06, 0.00, -0.01], [-0.04, 0.03, 0.03], [-0.03, -0.02, 0.04], [0.17, -0.18, -0.29], [-0.15, -0.31, 0.16], [0.22, 0.17, -0.27], [0.08, 0.01, 0.08], [-0.10, 0.00, -0.08], [0.00, 0.01, -0.05], [0.03, 0.15, 0.08], [-0.07, -0.01, 0.02], [0.09, 0.06, -0.17], [-0.07, -0.01, 0.07], [0.01, 0.00, 0.02], [0.02, -0.01, 0.01], [0.00, 0.03, 0.01], [0.01, -0.01, 0.01], [-0.04, 0.00, -0.02], [0.01, -0.03, -0.01], [0.01, 0.02, 0.01], [0.02, -0.01, -0.01], [-0.01, -0.02, 0.03], [0.00, 0.01, 0.01], [-0.01, 0.00, -0.02], [-0.01, 0.00, -0.03], [0.05, -0.04, 0.15], [0.00, -0.01, 0.02], [0.01, 0.01, 0.00], [-0.04, 0.00, -0.16], [-0.02, 0.00, -0.02], [-0.03, 0.01, 0.00], [0.02, 0.01, 0.00], [0.03, -0.03, -0.02], [0.02, -0.01, -0.01], [0.00, 0.00, -0.01], [0.00, 0.00, 0.00], [0.00, -0.01, -0.01], [0.00, 0.00, 0.00], [0.00, 0.00, 0.00], [0.00, 0.00, -0.01], [-0.03, 0.01, 0.02], [-0.01, 0.01, 0.01], [-0.01, 0.02, -0.03], [0.05, -0.09, -0.05], [-0.08, 0.00, 0.08], [0.02, 0.01, -0.01], [0.03, -0.01, 0.01], [0.20, -0.01, -0.09], [-0.02, -0.02, 0.02], [0.02, 0.01, -0.03], [0.01, 0.05, -0.01], [0.01, 0.02, 0.01], [-0.01, 0.00, 0.02], [0.00, -0.01, -0.01], [0.00, 0.01, 0.01], [-0.02, 0.00, 0.00], [-0.02, 0.00, 0.01]], "lowdin_charge": [0.615, 0.016, -0.472, -0.022, -0.179, -0.237, -0.004, -0.052, -0.056, -0.141, 0.089, -0.200, 0.006, -0.056, -0.078, -0.161, 0.108, 0.089, 0.127, 0.125, 0.111, 0.105, 0.091, 0.118, 0.109, 0.106, 0.104, -0.081, -0.296, -0.067, -0.168, -0.176, -0.277, -0.063, -0.074, 0.110, 0.053, 0.049, 0.102, 0.074, 0.062, 0.137, 0.098, 0.091, 0.138, 0.103, 0.076, 0.054, 0.102, 0.072, 0.045, -0.031, -0.610, -0.025, -0.014, -0.194, -0.082, 0.505, -0.143, -0.626, -0.023, -0.032, -0.023, -0.157, -0.641, -0.028, -0.023, -0.043, 0.094, 0.077, 0.086, 0.091, 0.092, 0.077, 0.093, 0.079, 0.069, 0.069, 0.086, 0.090, 0.050, 0.094, 0.077, 0.084, 0.072, 0.091, 0.086, 0.090, 0.066, 0.086, 0.078, 0.089, 0.034, 0.096, 0.078, -0.161, 0.258, -0.173, -0.173, -0.396, 0.033, 0.032, 0.005, 0.029, 0.023, 0.025, 0.032, 0.023, 0.036]}

=====

No. 2
{"formula": "C9H18O9", "method": "ωB97M-V/def2-TZVPD", "e_tot_ev": -28052.347, "multiplicity": 1, "lumo_energy_ev": 0.77, "total_charge": 0, "de_lowest_kcal_mol": 0.9, "orbital_gap_ev": 11.635, "smiles": "COC(=O)OC.COC(=O)OC.COC(=O)OC", "species": ["C", "O", "C", "O", "O", "C", "H", "H", "H", "H", "H", "H", "C", "O", "C", "O", "O", "C", "H", "H", "H", "H", "H", "H", "C", "O", "C", "O", "O", "C", "H", "H", "H", "H", "H", "H"], "xyz": [[1.5394, 1.0399, 0.2068], [1.4579, 1.5845, -1.1070], [2.3818, 1.1622, -1.9570], [3.1203, 0.2289, -1.8118], [2.3500, 1.9554, -3.0330], [3.2350, 1.6291, -4.1043], [0.5363, 1.1222, 0.6234], [2.1823, 1.6736, 0.8136], [1.8220, -0.0054, 0.1327], [3.9148, 2.4657, -4.2642], [2.6295, 1.5038, -5.0024], [3.8190, 0.7352, -3.9092], [-0.5584, -2.0137, 0.9692], [-0.2672, -2.6397, -0.2793], [-0.4833, -1.8696, -1.3375], [-0.9131, -0.7410, -1.3025], [-0.1549, -2.5457, -2.4301], [-0.3965, -1.8629, -3.6558], [-1.6274, -1.9368, 1.1425], [-0.0839, -1.0477, 1.0881], [-0.1856, -2.7203, 1.7088], [0.3221, -1.0572, -3.7739], [-1.4144, -1.4600, -3.6887], [-0.3577, -2.5934, -4.4584], [-0.8981, 0.5475, 5.3823], [-1.1914, 1.2560, 4.1909], [-1.7988, 0.5518, 3.2372], [-2.0182, -0.6299, 3.2716], [-2.1033, 1.3868, 2.2454], [-2.9402, 0.8801, 1.2115], [-0.5506, -0.4651, 5.1856], [-1.7783, 0.4911, 6.0253], [-0.1211, 1.0963, 5.9070], [-2.4176, 0.1658, 0.5743], [-3.2223, 1.7206, 0.5862], [-3.8284, 0.3918, 1.6130]], "atomic_forces_ev_per_a": [[-0.75, 0.06, 0.02], [0.01, 0.42, -0.13], [0.02, 0.21, -0.42], [0.24, -0.38, 0.26], [-0.13, 0.03, 0.06], [0.08, 0.14, -0.37], [-0.03, -0.05, -0.11], [0.38, -0.32, -0.01], [0.32, 0.04, 0.34], [-0.06, 0.04, 0.11], [0.03, -0.06, 0.06], [-0.13, -0.07, 0.14], [-0.18, -0.80, 0.70], [0.16, 0.14, -0.18], [-0.12, 0.25, 0.08], [0.03, -0.06, -0.07], [-0.05, -0.31, -0.08], [-0.68, 0.20, -0.23], [-0.08, 0.17, -0.24], [0.06, 0.07, -0.16], [0.13, 0.18, 0.04], [0.05, 0.01, -0.18], [0.22, 0.14, 0.25], [0.47, -0.10, 0.12], [0.16, -0.37, 0.61], [0.03, 0.23, -0.20], [-0.02, 0.14, -0.15], [-0.19, -0.11, -0.04], [0.08, 0.21, 0.26], [-0.16, -0.53, -0.56], [-0.02, 0.04, -0.15], [-0.04, 0.02, -0.12], [-0.01, 0.13, -0.13], [0.15, 0.03, 0.13], [0.01, 0.17, 0.18], [0.04, 0.11, 0.14]], "lowdin_charge": [-0.029, 0.012, -0.621, 0.118, 0.004, -0.038, 0.084, 0.103, 0.090, 0.093, 0.092, 0.088, -0.042, 0.023, -0.616, 0.113, 0.017, -0.034, 0.086, 0.070, 0.104, 0.093, 0.099, 0.094, -0.046, 0.009, -0.614, 0.118, 0.006, -0.030, 0.093, 0.100, 0.094, 0.067, 0.098, 0.102]}

=====

No. 3
{"formula": "C24H43ClErO4P2", "method": "ωB97M-V/def2-TZVPD", "e_tot_ev": -92481.933, "multiplicity": 4, "lumo_energy_ev": [-3.85, -3.76], "total_charge": 1, "orbital_gap_ev": [6.977, 7.061], "species": ["Er", "C", "C", "C", "C", "C", "C", "H", "H", "H", "C", "H", "H", "H", "C", "H", "H", "H", "C", "H", "H", "H", "C", "H", "H", "H", "C", "C", "C", "C", "C", "C", "C", "C", "H", "H", "H", "H", "H", "H", "H", "H", "H", "H", "H", "H", "P", "P", "C", "C", "H", "H", "H", "H", "C", "H", "H", "H", "C", "H", "H", "H", "C", "H", "H", "H", "C", "H", "H", "H", "O", "Cl", "O", "O", "O"], "xyz": [[-1.3666, 1.1517, -1.4918], [-0.3286, 0.5347, 0.7259], [0.6803, 1.0597, -0.1439], [-0.7324, 2.8016, 0.4493], [-1.2468, 1.5943, 1.0297], [0.4312, 2.4572, -0.3109], [-0.1346, -0.6521, 1.5880], [0.8914, -0.6981, 1.9869], [-0.3294, -1.5673, 1.0291], [-0.8054, -0.6428, 2.4571], [-2.2877, 1.5241, 2.0967], [-2.4759, 0.4942, 2.3893], [-3.2530, 1.9393, 1.7850], [-1.9917, 2.0592, 3.0080], [-1.0906, 4.1772, 0.8948], [-1.7878, 4.1428, 1.7375], [-1.5728, 4.7398, 0.0926], [-0.2190, 4.7560, 1.2294], [1.4307, 3.3918, -0.8762], [2.0253, 3.8881, -0.0966], [0.9552, 4.1862, -1.4546], [2.1399, 2.8854, -1.5359], [1.8865, 0.3122, -0.5772], [2.8123, 0.7175, -0.1576], [2.0260, 0.3200, -1.6634], [1.8632, -0.7349, -0.2657], [0.2415, -4.0037, -1.4449], [1.4025, -3.9832, -0.7941], [2.7114, -3.5058, -1.3620], [3.0100, -3.8691, -2.8537], [2.8716, -2.7597, -3.8294], [1.8387, -1.9101, -3.8445], [0.6187, -2.0619, -3.0003], [0.0564, -3.4810, -2.8486], [3.5156, -3.9530, -0.7582], [2.3362, -4.6991, -3.0999], [2.8072, -2.4233, -1.1973], [0.5321, -4.1188, -3.6038], [-0.6665, -4.4661, -1.0022], [1.4759, -4.3933, 0.2356], [-1.0175, -3.4521, -3.1101], [0.7712, -1.5526, -2.0352], [1.8468, -1.0412, -4.5139], [-0.1742, -1.4719, -3.5080], [4.0499, -4.2351, -2.8862], [3.6435, -2.7052, -4.6092], [-0.9792, -1.0179, -5.4694], [-1.2237, 2.0467, -5.1647], [-1.4378, -0.1360, -7.0392], [-1.9174, 1.2688, -6.7365], [-2.2252, -0.7439, -7.5013], [-0.5443, -0.1616, -7.6808], [-1.6220, 1.8871, -7.5962], [-3.0147, 1.2964, -6.6449], [-1.7116, 3.7099, -5.8345], [-1.2006, 4.5219, -5.3030], [-2.8018, 3.8063, -5.7305], [-1.4482, 3.7578, -6.9025], [0.5163, 2.0854, -5.8484], [0.4746, 2.2459, -6.9374], [1.0358, 1.1413, -5.6275], [1.0488, 2.9250, -5.3795], [-2.5494, -1.9029, -5.2180], [-2.8528, -1.9176, -4.1701], [-2.4317, -2.9238, -5.5860], [-3.3371, -1.4032, -5.7920], [0.0506, -2.2419, -6.4148], [-0.4922, -2.5655, -7.3148], [0.2581, -3.1156, -5.7734], [1.0050, -1.8086, -6.7553], [-3.0531, 0.0987, -0.6359], [-2.7161, -1.3248, -1.0897], [-2.1412, -2.1201, -0.0235], [-3.8550, -1.9372, -1.7088], [-1.6177, -1.0217, -2.1351]], "atomic_forces_ev_per_a": [[0.53, 0.67, -0.95], [0.50, 1.51, 0.20], [-0.63, 0.19, 0.90], [0.60, -1.07, 0.09], [1.28, 0.49, 0.14], [-0.17, -0.54, 0.58], [-0.15, -1.20, 0.10], [-0.29, 0.15, -0.27], [0.26, -0.15, 0.34], [0.15, -0.01, -0.35], [-0.63, 0.02, 0.04], [-0.06, -0.03, -0.06], [0.16, -0.01, 0.02], [0.12, -0.01, -0.24], [-0.60, 0.46, -0.26], [0.06, -0.02, -0.19], [0.00, 0.26, 0.11], [-0.07, -0.30, -0.21], [0.25, 0.68, -0.59], [-0.18, -0.18, -0.02], [0.10, 0.10, -0.02], [-0.08, 0.01, 0.06], [0.70, -0.33, -0.35], [-0.14, 0.20, 0.05], [0.06, -0.05, 0.00], [-0.23, 0.13, -0.04], [-0.68, -0.81, 0.04], [-0.09, -0.45, 0.62], [0.52, 0.02, 0.03], [0.24, -0.50, 0.95], [-0.26, 0.58, -0.81], [0.80, -0.13, -0.11], [-0.29, 0.91, -0.44], [-0.18, 0.27, 0.17], [-0.28, 0.13, -0.12], [0.45, -0.07, -0.13], [0.09, -0.13, -0.18], [-0.20, -0.02, 0.21], [0.83, 0.39, -0.03], [-0.30, 0.31, -0.75], [0.40, -0.14, 0.25], [-0.13, -0.43, -0.10], [0.04, -0.40, 0.00], [0.95, -0.38, 0.50], [-0.50, -0.01, -0.12], [-0.20, 0.31, 0.46], [0.45, 0.36, -1.83], [0.58, 0.62, -2.02], [0.03, -0.39, 0.59], [-0.68, -0.44, 0.07], [0.28, 0.22, -0.25], [-0.35, 0.25, 0.14], [-0.27, 0.24, 0.53], [0.25, 0.03, -0.14], [-0.04, 0.27, 0.56], [-0.28, -0.07, -0.07], [0.31, 0.21, -0.04], [-0.08, 0.08, 0.49], [0.05, 0.00, 0.71], [0.00, -0.04, 0.44], [-0.06, 0.36, -0.10], [0.05, -0.30, -0.17], [-0.34, -0.31, 0.19], [0.05, -0.15, -0.12], [-0.24, -0.03, 0.07], [0.07, -0.16, 0.13], [0.01, -0.66, 0.46], [0.01, -0.02, 0.31], [0.09, 0.26, -0.42], [-0.36, -0.06, 0.36], [-0.63, -1.68, 0.08], [0.09, -1.54, -0.15], [-1.30, 1.61, -1.73], [1.42, 0.97, 0.72], [-1.82, 0.00, 1.68]], "lowdin_spin": [3.032, -0.001, -0.007, -0.002, -0.006, -0.005, 0.000, 0.000, 0.000, 0.000, -0.001, 0.000, 0.000, 0.000, 0.000, 0.000, 0.000, 0.000, 0.000, 0.000, 0.000, 0.000, -0.001, 0.000, 0.000, 0.000, 0.000, 0.000, 0.000, 0.000, 0.000, 0.000, 0.000, 0.000, 0.000, 0.000, 0.000, 0.000, 0.000, 0.000, 0.000, 0.000, 0.000, 0.000, 0.000, 0.000, 0.000, -0.001, 0.000, 0.000, 0.000, 0.000, 0.000, 0.000, 0.000, 0.000, 0.000, 0.000, 0.000, 0.000, 0.000, 0.000, 0.000, 0.000, 0.000, 0.000, 0.000, 0.000, 0.000, 0.000, -0.003, 0.000, 0.000, 0.000, -0.002]}